Record 1
Here is a 2-piece molecular cluster, C3H10S3 overall from the Open Molecules 2025 dataset. Energies are from ωB97M-V/def2-TZVPD.

Summary:
**Gap between HOMO and LUMO**: 9.33 eV
**LUMO energy**: 0.0050 hartree
**SMILES**: CCS.CSS
**HOMO energy**: -9.2 eV

```
! wB97M-V def2-TZVPD RIJCOSX def2/J DEFGRID3
* xyz 0 1
C -0.96075 -1.94180 1.51246
C -1.55554 -0.58305 1.10599
S -2.63076 -0.73938 -0.47357
H -0.58792 -2.40495 0.58918
H -1.74914 -2.58885 1.99758
H -0.20905 -1.67522 2.12790
H -2.38144 -0.29133 1.84949
H -0.63116 0.02593 1.16890
H -3.97686 -0.80400 0.04666
C 1.92870 2.60350 -1.37814
S 2.93185 1.34689 -2.51755
S 3.11839 -0.25486 -1.03363
H 2.25204 2.86381 -0.24687
H 1.01130 2.06315 -1.16197
H 1.56628 3.23712 -2.20031
H 1.87408 -0.85697 -1.38614
*
```

Record 2
Here is a 2-piece molecular cluster, C3H10SSi overall from the Open Molecules 2025 dataset. Energies are from ωB97M-V/def2-TZVPD.

Summary:
**Gap between HOMO and LUMO**: 8.18 eV
**LUMO energy**: -0.0018 hartree
**HOMO energy**: -8.2 eV

```
! wB97M-V def2-TZVPD RIJCOSX def2/J DEFGRID3
* xyz 0 1
C 1.14827 2.09467 -0.44241
C 1.03762 -1.49451 1.74325
C -0.18389 1.44313 -0.46360
Si -2.32204 -0.57324 -1.10682
S -0.18846 -0.10798 -1.21091
H 1.98068 1.37669 -0.30392
H 1.43186 2.48588 -1.42517
H 1.14096 2.98556 0.26810
H 1.89340 -1.46667 1.17007
H 0.30091 -2.14286 1.29572
H 1.50071 -2.06375 2.59949
H 0.50040 -0.59767 1.81445
H -3.18635 -0.20662 -0.03665
H -2.41130 -2.01711 -1.45523
H -2.64277 0.28448 -2.44637
*
```

Record 3
Here is a 2-piece molecular cluster, C3H10Si overall from the Open Molecules 2025 dataset. Energies are from ωB97M-V/def2-TZVPD.

Summary:
**Gap between HOMO and LUMO (alpha / beta)**: 8.49 / 8.75 eV
**LUMO energy (alpha / beta)**: 0.0089 / 0.0048 hartree
**HOMO energy (alpha / beta)**: -8.3 / -8.6 eV

```
! wB97M-V def2-TZVPD RIJCOSX def2/J DEFGRID3
* xyz 0 1
C -0.74727 -0.31494 -1.59291
C 1.92405 0.75862 0.14838
C -0.66741 0.35224 -0.22705
Si -0.72571 -0.48463 1.46918
H -0.48316 0.42995 -2.26204
H -0.09496 -1.19433 -1.79807
H -1.79496 -0.74512 -1.79616
H 1.54189 1.76480 0.16853
H 1.74487 0.20789 -0.77308
H 2.30413 0.33816 1.11860
H -0.84443 1.35186 -0.40489
H 0.20726 -1.60846 1.75447
H -1.86988 -1.35008 1.56848
H -0.49442 0.49405 2.62656
*
```

Record 4
Here is C3H11AsNO2 as an isolated structure from the Open Molecules 2025 dataset. Energies are from ωB97M-V/def2-TZVPD.

Summary:
**Gap between HOMO and LUMO**: 7.88 eV
**LUMO energy**: 0.1502 hartree
**HOMO energy**: -3.8 eV

```
! wB97M-V def2-TZVPD RIJCOSX def2/J DEFGRID3
* xyz -1 1
N -0.20848 2.02686 0.88159
C 0.27469 1.04612 1.77137
O 1.14274 1.29056 2.57723
C -0.29475 -0.33834 1.56564
C 0.48950 -1.02254 0.43830
As -0.30669 -0.78839 -1.42412
O 0.66022 0.93162 -1.53202
H 0.48912 2.17694 0.14441
H -0.99799 1.63472 0.37309
H -1.34740 -0.25758 1.24895
H -0.24887 -0.89758 2.50536
H 0.55286 -2.10141 0.61827
H 1.50680 -0.62838 0.36339
H -1.53917 0.01247 -0.79972
H -0.85149 -0.50410 -2.88184
H 0.97090 -1.52355 -2.01850
H -1.10746 -2.15266 -1.36223
H 0.81549 1.09524 -2.46919
*
```

Record 5
Here is C3H11B2O9Zr as an isolated structure from the Open Molecules 2025 dataset. Energies are from ωB97M-V/def2-TZVPD.

Summary:
**Gap between HOMO and LUMO**: 9.46 eV
**LUMO energy**: 0.1013 hartree
**HOMO energy**: -6.7 eV

```
! wB97M-V def2-TZVPD RIJCOSX def2/J DEFGRID3
* xyz -1 1
Zr 2.76201 -11.68924 5.21455
B 0.56894 -11.80987 5.92815
H 0.77240 -12.67072 5.21068
H 0.70854 -10.79207 5.43810
H -0.48788 -11.80908 6.46449
H 1.33984 -11.75360 6.77224
B 2.10744 -10.99335 3.13916
H 1.85260 -10.10314 3.82498
H 1.76934 -10.87682 2.00938
H 3.23732 -11.19135 3.21566
H 1.62692 -11.97119 3.51143
O 4.46409 -7.96650 5.95020
C 3.85946 -9.13555 5.74523
O 2.72656 -9.36270 6.21773
O 4.26706 -10.03144 4.96432
H 5.22347 -7.92613 5.35561
O 4.16699 -12.76274 9.21868
C 4.58323 -12.32040 7.96752
O 3.65980 -12.02543 7.15884
O 5.79354 -12.31838 7.77729
H 5.07733 -13.00713 9.43458
O 4.48832 -15.18724 4.08682
C 3.94252 -14.04680 4.41977
O 2.78630 -13.92182 4.90986
O 4.51310 -12.93196 4.41421
H 5.26297 -15.00202 3.54059
*
```

Record 6
Here is a 2-piece molecular cluster, C3H11ClN2Si overall from the Open Molecules 2025 dataset. Energies are from ωB97M-V/def2-TZVPD.

Summary:
**Gap between HOMO and LUMO (alpha / beta)**: 8.01 / 7.31 eV
**LUMO energy (alpha / beta)**: -0.0032 / 0.0006 hartree
**HOMO energy (alpha / beta)**: -8.1 / -7.3 eV

```
! wB97M-V def2-TZVPD RIJCOSX def2/J DEFGRID3
* xyz 0 1
C -0.45299 -2.00088 0.52148
C -1.98099 1.80914 0.36474
C 0.98975 -1.61350 0.05431
N 2.22859 0.45016 -1.80540
N -0.67435 2.12020 -0.19352
Si 1.42914 0.23046 -0.25264
Cl 2.65817 0.81174 1.26182
H -0.72598 -1.63923 1.46299
H -1.04233 -1.70637 -0.21695
H -0.54745 -3.03221 0.60733
H -2.42725 1.06133 -0.30928
H -2.04245 1.42639 1.31500
H -2.62171 2.68228 0.30042
H 1.00737 -1.91673 -0.99306
H 1.79730 -2.16093 0.50692
H 2.74276 1.40343 -2.00110
H 1.68898 0.38253 -2.64709
H -0.10724 2.71940 0.60422
*
```

Record 7
Here is a 2-piece molecular cluster, C3H11N overall from the Open Molecules 2025 dataset. Energies are from ωB97M-V/def2-TZVPD.

Summary:
**Gap between HOMO and LUMO**: 10.52 eV
**LUMO energy**: 0.0393 hartree
**SMILES**: CCN.C
**HOMO energy**: -9.4 eV

```
! wB97M-V def2-TZVPD RIJCOSX def2/J DEFGRID3
* xyz 0 1
C -1.60719 1.47334 -0.76466
C -0.71617 0.50098 0.03872
N -1.10797 -0.91125 -0.17657
H -1.48766 1.29106 -1.77330
H -1.28809 2.51608 -0.62969
H -2.67078 1.37200 -0.47625
H -0.49828 0.89079 1.05940
H 0.22819 0.59517 -0.49499
H -1.98912 -1.12363 0.34269
H -0.45136 -1.55749 0.20284
C 2.28548 -0.99690 0.51240
H 3.04214 -1.79350 0.38476
H 2.67340 -0.42372 1.38766
H 2.28167 -0.36006 -0.41936
H 1.30575 -1.47285 0.80637
*
```

Record 8
Here is a 2-piece molecular cluster, C3H11N2 overall from the Open Molecules 2025 dataset. Energies are from ωB97M-V/def2-TZVPD.

Summary:
**Gap between HOMO and LUMO**: 10.69 eV
**LUMO energy**: -0.1478 hartree
**HOMO energy**: -14.7 eV

```
! wB97M-V def2-TZVPD RIJCOSX def2/J DEFGRID3
* xyz 1 1
C 1.19682 2.18808 -0.60098
C -0.10594 2.40000 -0.06117
H 1.23721 2.07731 -1.70939
H 1.97904 2.87387 -0.32238
H 1.77542 1.34781 -0.06714
H -0.95245 1.63960 -0.33525
H -0.48944 3.44174 -0.47251
H -0.29976 2.47435 0.95944
N -0.20975 -0.57604 -0.30338
C -0.03818 -1.78727 0.22918
N -0.88493 -2.61110 0.75821
H -1.09571 -0.20593 -0.42792
H 0.55650 0.02149 -0.45426
H 0.96138 -2.12418 0.47208
H -0.47775 -3.30935 1.36837
H -1.84782 -2.73160 0.40297
*
```

Record 9
Here is a 2-piece molecular cluster, C3H11N2 overall from the Open Molecules 2025 dataset. Energies are from ωB97M-V/def2-TZVPD.

Summary:
**Gap between HOMO and LUMO**: 5.24 eV
**LUMO energy**: -0.3306 hartree
**HOMO energy**: -14.2 eV

```
! wB97M-V def2-TZVPD RIJCOSX def2/J DEFGRID3
* xyz 1 1
C -0.83831 -0.10637 -1.20519
N -1.87597 -1.09519 -0.76959
C 0.41824 -0.35129 -0.31174
N 0.66619 0.68829 0.62863
C 1.87283 0.77390 1.38957
H -0.49865 -0.28026 -2.22311
H -1.14366 0.93809 -1.13531
H -2.08064 -0.71903 0.17455
H -2.67832 -0.93786 -1.37721
H 0.31313 -1.34159 0.14835
H 1.27267 -0.43996 -0.99110
H -0.24453 1.03726 1.05213
H -1.56913 0.43845 1.21167
H 1.67674 0.65609 2.46146
H 2.56384 -0.00809 1.09041
H 2.29132 1.77925 1.28166
*
```

Record 10
Here is a 2-piece molecular cluster, C3H11N2 overall from the Open Molecules 2025 dataset. Energies are from ωB97M-V/def2-TZVPD.

Summary:
**Gap between HOMO and LUMO**: 10.57 eV
**LUMO energy**: -0.1168 hartree
**HOMO energy**: -13.7 eV

```
! wB97M-V def2-TZVPD RIJCOSX def2/J DEFGRID3
* xyz 1 1
C 1.15566 0.58387 -2.32371
C 0.30715 -0.08688 -1.29660
C -0.58507 0.53742 -0.55306
N -1.37093 -0.16851 0.45676
H 1.01136 1.65908 -2.35899
H 2.20935 0.39644 -2.11370
H 0.94640 0.17294 -3.31419
H 0.44957 -1.15699 -1.20686
H -0.76568 1.59841 -0.62421
H -2.19199 0.37147 0.72148
H -1.71907 -1.05462 0.09668
N 0.12920 -0.58941 2.55245
H 0.49714 0.31541 2.83216
H 0.91945 -1.19273 2.33363
H -0.33600 -0.99164 3.36401
H -0.65654 -0.39427 1.43416
*
```

Record 11
Here is an isolated ion of composition C3H11N2 and charge +1 from the Open Molecules 2025 dataset. Energies are from ωB97M-V/def2-TZVPD.

Summary:
**Gap between HOMO and LUMO**: 9.92 eV
**LUMO energy**: -0.1353 hartree
**SMILES**: C[C@@H]([NH3+])CN
**HOMO energy**: -13.6 eV

```
! wB97M-V def2-TZVPD RIJCOSX def2/J DEFGRID3
* xyz 1 1
C -0.92881 -0.60500 -1.23105
C -0.29833 -0.33798 0.12148
N 0.66411 -1.46008 0.41918
C 0.45905 1.00104 0.02897
N -0.20124 1.92066 0.96329
H -0.17721 -0.68529 -2.01674
H -1.57885 0.22455 -1.51173
H -1.63190 -1.44273 -1.21525
H -1.00186 -0.30060 0.93983
H 0.52539 -2.30574 -0.14767
H 0.51185 -1.82100 1.36337
H 1.63930 -1.15145 0.42046
H 1.50428 0.82983 0.32346
H 0.44726 1.39868 -0.97721
H 0.25334 1.85220 1.86428
H -0.18638 2.88291 0.65535
*
```

Record 12
Here is an isolated ion of composition C3H11N2 and charge +1 from the Open Molecules 2025 dataset. Energies are from ωB97M-V/def2-TZVPD.

Summary:
**Gap between HOMO and LUMO**: 11.52 eV
**LUMO energy**: -0.1147 hartree
**SMILES**: C[NH2+]CCN
**HOMO energy**: -14.6 eV

```
! wB97M-V def2-TZVPD RIJCOSX def2/J DEFGRID3
* xyz 1 1
C -1.84835 -0.91252 0.12413
N -0.87761 0.08062 0.60361
C -0.11104 0.88699 -0.39121
C 1.25793 0.22780 -0.69574
N 1.88931 0.00948 0.60872
H -2.67410 -0.38039 -0.33654
H -1.38725 -1.57564 -0.61263
H -2.12132 -1.60263 0.91726
H -0.09537 -0.31358 1.16977
H -1.37397 0.79872 1.14131
H -0.71036 0.99576 -1.29409
H 0.15943 1.85793 0.01588
H 1.15051 -0.69157 -1.26950
H 1.74267 0.97754 -1.31146
H 2.73026 0.57352 0.68758
H 2.26927 -0.93202 0.64290
*
```

Record 13
Here is a 2-piece molecular cluster, C3H11N2 overall from the Open Molecules 2025 dataset. Energies are from ωB97M-V/def2-TZVPD.

Summary:
**Gap between HOMO and LUMO (alpha / beta)**: 12.33 / 8.87 eV
**LUMO energy (alpha / beta)**: -0.3583 / -0.4928 hartree
**HOMO energy (alpha / beta)**: -22.1 / -22.3 eV

```
! wB97M-V def2-TZVPD RIJCOSX def2/J DEFGRID3
* xyz 2 2
C -0.71953 -2.62323 0.44771
N -1.20670 -1.17040 0.35150
H -0.85676 -2.92222 1.48327
H -1.36418 -3.18673 -0.21308
H 0.34891 -2.59380 0.27582
H -2.22619 -1.12731 0.24041
H -0.67692 -0.42369 -0.13236
H -1.18249 -0.73497 1.28630
C 0.44718 1.55505 -1.47285
C 1.27087 1.71529 0.78657
N 0.66787 1.06442 -0.09015
H -0.15859 2.46414 -1.50549
H -0.06130 0.77241 -2.03886
H 1.42324 1.64938 -1.94114
H 1.81977 1.19226 1.58442
H 1.39444 2.81021 0.81249
*
```

Record 14
Here is a 2-piece molecular cluster, C3H11N2 overall from the Open Molecules 2025 dataset. Energies are from ωB97M-V/def2-TZVPD.

Summary:
**Gap between HOMO and LUMO (alpha / beta)**: 12.52 / 6.64 eV
**LUMO energy (alpha / beta)**: -0.3316 / -0.5452 hartree
**HOMO energy (alpha / beta)**: -21.5 / -21.5 eV

```
! wB97M-V def2-TZVPD RIJCOSX def2/J DEFGRID3
* xyz 2 2
C -2.31681 0.13587 -0.94635
N -1.60690 0.59100 0.27097
H -2.93756 -0.73960 -0.79989
H -1.65546 0.03594 -1.80549
H -3.04818 0.92590 -1.24852
H -2.19391 0.41779 1.09317
H -0.17214 0.10697 0.14893
H -1.47694 1.63495 0.22686
C 2.15302 0.68609 0.20681
C 1.19476 -1.45737 0.39735
N 0.95424 -0.21949 0.17434
H 2.24059 1.13462 1.25779
H 3.10316 0.27748 -0.13284
H 1.85888 1.36952 -0.55847
H 0.44566 -2.23651 0.18429
H 2.21870 -1.71509 0.57009
*
```

Record 15
Here is a 2-piece molecular cluster, C3H11N2 overall from the Open Molecules 2025 dataset. Energies are from ωB97M-V/def2-TZVPD.

Summary:
**Gap between HOMO and LUMO (alpha / beta)**: 11.84 / 8.78 eV
**LUMO energy (alpha / beta)**: -0.3164 / -0.4685 hartree
**HOMO energy (alpha / beta)**: -20.5 / -21.5 eV

```
! wB97M-V def2-TZVPD RIJCOSX def2/J DEFGRID3
* xyz 2 2
C -0.96726 -1.66489 -0.70379
C -0.60481 -0.96140 0.39090
N -1.10090 0.25423 0.83930
C -0.15134 1.21850 1.41131
H -1.68022 -1.15673 -1.39013
H -0.66063 -2.66514 -0.87376
H 0.16901 -1.39280 1.02712
H -1.82032 0.71900 0.27592
H -0.74929 1.77168 2.16912
H 0.64660 0.68165 1.96879
H 0.27154 1.96645 0.75195
N 1.34431 0.25137 -1.20273
H 0.96232 0.94327 -0.53616
H 2.18806 -0.19278 -0.75953
H 0.56417 -0.46612 -1.27520
H 1.58876 0.69373 -2.09309
*
```

Across the entries above, ΔE to the lowest compared entry with this formula, charge and spin takes the values 2.2196; 3.0116; 4.3917; 0.0000; 0.0000; 4.0387; 0.6077; 1.4683; 7.2957; 0.4473; 0.8172; 0.5706; 2.2278; 3.2599; 1.3020 eV, respectively.